Version P
The following is a quantum chemistry calculation of a structure of composition CH4SSi, from the OMol25 dataset.

XYZ file:
```
7
Properties=species:S:1:pos:R:3:lowdin_charge:R:1
C 1.9203 -0.4515 0.5061 -0.76
Si -0.3271 0.4220 -0.0629 0.66
S 3.2123 0.1976 -0.1762 0.55
H 1.8957 -1.2322 1.1868 -0.08
H -1.4968 -0.5076 0.3754 -0.12
H -0.1316 0.7871 -1.4797 -0.11
H -0.7334 1.3370 1.0414 -0.14
```

Summary:
**2S+1**: 1
**Gap between HOMO and LUMO**: 7.85 eV
**Charge**: 0

Version Q
The following is a quantum chemistry calculation of the molecule CH4SSi, from the OMol25 dataset.

XYZ file:
```
7
Properties=species:S:1:pos:R:3:lowdin_charge:R:1
Si 0.0415 0.2442 0.3064 0.55
C 0.5091 -1.5678 0.1996 -0.96
S 1.9115 -2.1433 -0.3132 0.59
H 0.4367 0.8577 -0.9695 -0.07
H 0.6802 0.6799 1.4277 -0.11
H -1.4285 0.1767 0.5084 -0.07
H -0.2056 -2.2077 0.9985 0.06
```

Summary:
**2S+1**: 1
**Gap between HOMO and LUMO**: 7.90 eV
**Charge**: 0
**SMILES**: [SiH3]C=S

Sorted by energy, starting with the most stable: version Q, version P.

Version P
The following is a quantum chemistry calculation of a structure of composition BaCl2O8, from the OMol25 dataset.

XYZ file:
```
11
Properties=species:S:1:pos:R:3:lowdin_charge:R:1
Ba -25.5031 -4.7342 8.8197 1.95
Cl -24.6590 -8.5478 8.6662 0.68
O -24.8815 -7.3695 7.7253 -0.60
O -25.5630 -9.6386 8.3279 -0.32
O -23.3647 -9.0571 8.3010 -0.32
O -24.7569 -7.9669 9.9782 -0.40
Cl -26.3389 -0.5326 9.0391 0.64
O -27.6035 -0.2429 9.5982 -0.32
O -26.1823 -0.1583 7.6782 -0.32
O -25.3353 0.1710 9.8391 -0.35
O -26.0939 -1.9751 9.2439 -0.63
```

Summary:
**2S+1**: 1
**Gap between HOMO and LUMO**: 7.53 eV
**Charge**: 0

Version Q
The following is a quantum chemistry calculation of a structure of composition BaCl2O8, from the OMol25 dataset.

XYZ file:
```
11
Properties=species:S:1:pos:R:3:lowdin_charge:R:1
Ba 1.0736 1.7667 -0.6487 2.01
Cl -2.4138 0.7365 -0.3744 0.66
O -1.7826 -0.5555 -0.2949 -0.36
O -3.8672 0.7598 -0.3349 -0.32
O -2.0487 1.2723 0.9949 -0.43
O -1.8548 1.5188 -1.5004 -0.50
Cl 2.1806 -1.1771 0.4120 0.76
O 0.9679 -1.8133 0.9806 -0.28
O 2.3449 -1.2600 -1.0706 -0.37
O 2.0575 0.3324 0.6458 -0.88
O 3.3425 -1.5806 1.1905 -0.29
```

Summary:
**2S+1**: 1
**Gap between HOMO and LUMO**: 7.70 eV
**Charge**: 0

Sorted by energy, starting with the most stable: version P, version Q.

Version P
The following is a quantum chemistry calculation of a cluster of 2 separate species, N2O4 in total, from the OMol25 dataset.

XYZ file:
```
6
Properties=species:S:1:pos:R:3:lowdin_charge:R:1
N 0.4169 1.0739 -0.7640 -0.32
N -0.5883 -1.2936 0.6010 -0.15
O 0.8680 0.2055 -1.3656 0.13
O 0.5502 2.1624 -0.4359 0.16
O -0.2879 -2.0025 1.5048 0.12
O -0.9589 -0.1456 0.4597 0.06
```

Summary:
**2S+1**: 1
**Gap between HOMO and LUMO (spin up / spin down)**: 9.99 / 7.20 eV
**Charge**: 0

Version Q
The following is a quantum chemistry calculation of a cluster of 2 separate species, N2O4 in total, from the OMol25 dataset.

XYZ file:
```
6
Properties=species:S:1:pos:R:3:lowdin_charge:R:1
N 1.1913 -0.0253 0.0104 -0.51
N -1.8674 0.3431 -0.3452 0.25
O 1.3152 1.1570 0.1101 0.06
O -0.1323 -0.4602 -0.0647 -0.12
O -2.6049 -0.1869 0.2856 0.24
O 2.0982 -0.8277 0.0038 0.08
```

Summary:
**2S+1**: 1
**Gap between HOMO and LUMO (spin up / spin down)**: 7.65 / 7.65 eV
**Charge**: 0

Sorted by energy, starting with the most stable: version Q, version P.

Version P
The following is a quantum chemistry calculation of a cluster of 2 separate species, C7H18 in total, from the OMol25 dataset.

XYZ file:
```
25
Properties=species:S:1:pos:R:3:lowdin_charge:R:1
C -0.2273 -0.4552 2.4187 -0.10
C 0.4436 0.9113 2.0532 -0.26
C 1.5690 0.8230 1.0281 -0.28
C 2.4309 2.1057 0.9726 -0.11
H -0.6640 -0.9413 1.5379 0.05
H -1.0520 -0.3383 3.1298 0.06
H 0.4585 -1.0962 2.9841 0.07
H 0.9909 1.2252 2.9411 0.10
H -0.3226 1.6321 1.7861 0.10
H 1.1794 0.5426 0.0430 0.07
H 2.2349 0.0309 1.2069 0.09
H 1.8529 3.0108 0.7450 0.07
H 3.2457 2.0677 0.2387 0.07
H 2.8529 2.2745 1.9584 0.06
C -2.0891 -2.0698 -1.7332 -0.13
C -1.7099 -0.8545 -2.5574 -0.33
C -0.3910 -0.2594 -2.1293 -0.14
H -1.2850 -2.8199 -1.7688 0.07
H -3.0390 -2.5219 -2.0305 0.07
H -2.2119 -1.7957 -0.6758 0.06
H -2.5074 -0.1086 -2.4288 0.10
H -1.6829 -1.1538 -3.6092 0.10
H -0.0618 0.5318 -2.8108 0.07
H -0.4641 0.2061 -1.1508 0.05
H 0.4492 -0.9472 -2.1491 0.07
```

Summary:
**2S+1**: 1
**Gap between HOMO and LUMO**: 12.17 eV
**Charge**: 0
**SMILES**: CCCC.CCC

Version Q
The following is a quantum chemistry calculation of a cluster of 2 separate species, C7H18 in total, from the OMol25 dataset.

XYZ file:
```
25
Properties=species:S:1:pos:R:3:lowdin_charge:R:1
C 0.0472 -0.5513 1.6335 -0.08
C 0.2737 0.8311 1.2184 -0.56
C -1.0039 1.4229 0.6039 -0.10
C 0.6312 1.7184 2.3208 -0.14
H 0.1861 -0.5775 2.6841 0.06
H 0.8623 -1.1700 0.9215 0.14
H -0.8495 -0.9744 1.4723 0.03
H 1.0651 1.1525 0.3895 0.16
H -1.8370 1.2206 1.2524 0.08
H -1.0802 2.4989 0.5429 0.08
H -1.3630 0.9706 -0.2959 0.04
H 1.3968 1.1955 3.0028 0.10
H 0.9429 2.7402 2.0655 0.08
H -0.2977 1.7474 3.0483 0.12
C 1.2888 -0.8326 -1.9741 -0.13
C -0.1235 -0.9541 -2.6148 -0.22
C -1.0413 -1.5224 -1.3429 -0.06
H 1.5369 -1.8610 -1.9331 0.04
H 2.0581 -0.3288 -2.7669 0.13
H 1.3147 -0.4964 -0.9648 0.00
H -0.0452 -1.6167 -3.5028 0.10
H -0.4890 -0.0218 -2.8688 0.05
H -2.0052 -1.7942 -1.5026 0.02
H -1.0471 -0.6496 -0.6842 0.01
H -0.4211 -2.1475 -0.7049 0.06
```

Summary:
**2S+1**: 1
**Gap between HOMO and LUMO**: 11.55 eV
**Charge**: 0
**SMILES**: CC(C)C.CCC

Sorted by energy, starting with the most stable: version P, version Q.

Version P
The following is a quantum chemistry calculation of a cluster of 23 separate species, H46O23 in total, from the OMol25 dataset.

XYZ file:
```
69
Properties=species:S:1:pos:R:3:lowdin_charge:R:1
O 5.1132 9.6204 11.4966 -0.06
H 5.4999 8.8823 11.9678 -0.02
H 5.7342 9.8074 10.7926 -0.03
O 12.7481 11.4837 9.3960 -0.05
H 13.0025 12.1710 10.0117 0.04
H 11.9037 11.1710 9.7207 0.03
O 9.3237 15.5410 7.5498 -0.03
H 8.4837 15.9797 7.6848 0.03
H 9.2012 15.0287 6.7505 0.04
O 9.3477 9.3836 14.1490 -0.05
H 8.4449 9.1510 13.9321 -0.02
H 9.5277 10.1630 13.6234 0.03
O 7.7696 11.2127 12.8477 -0.02
H 7.6460 11.8816 13.5211 0.07
H 7.0101 10.6373 12.9387 0.04
O 9.9713 15.6959 13.0049 -0.05
H 10.2621 15.3262 12.1712 -0.01
H 10.1592 15.0131 13.6488 0.00
O 11.3633 7.6432 9.7316 -0.06
H 10.8682 8.3739 9.3612 0.00
H 11.2147 7.7065 10.6751 -0.03
O 6.8135 9.6407 9.3892 -0.04
H 7.4388 8.9298 9.5299 0.00
H 6.9400 9.8942 8.4749 0.06
O 10.5894 7.3106 12.3706 -0.04
H 10.4361 7.9635 13.0536 0.01
H 9.8697 6.6872 12.4688 0.02
O 6.9095 8.1066 13.1236 -0.02
H 7.2034 7.3364 12.6372 0.02
H 6.7878 7.7926 14.0196 0.07
O 5.6242 13.6076 8.8325 -0.03
H 6.1981 14.3653 8.9456 0.04
H 5.4288 13.5924 7.8956 0.05
O 7.2238 9.7575 15.8873 -0.04
H 7.6617 10.5123 15.4938 0.01
H 6.7718 10.1141 16.6521 0.05
O 7.8335 12.6812 10.4027 -0.04
H 7.6878 12.2352 11.2370 0.01
H 6.9563 12.8039 10.0397 0.01
O 10.3480 14.3252 10.4261 -0.03
H 10.4529 14.6887 9.5468 0.05
H 9.5836 13.7529 10.3595 0.02
O 9.7879 10.5718 5.5507 -0.04
H 9.1183 11.2400 5.6967 0.02
H 9.4757 9.8089 6.0374 -0.01
O 12.6840 11.5679 6.6961 -0.06
H 12.8430 11.5997 7.6395 -0.04
H 11.9045 12.1078 6.5657 0.01
O 8.3884 7.5269 8.9224 -0.03
H 8.3691 7.1706 9.8106 0.02
H 7.9505 6.8641 8.3883 0.08
O 12.4731 13.2962 11.6851 -0.05
H 12.3739 13.1686 12.6286 -0.01
H 11.5946 13.5228 11.3799 -0.03
O 10.0930 7.8825 6.5859 -0.03
H 9.5082 7.8112 7.3403 -0.01
H 10.0246 7.0340 6.1482 0.05
O 9.8621 10.6568 10.2266 -0.02
H 9.1782 11.2630 9.9418 0.00
H 9.5720 10.3549 11.0873 0.03
O 8.0747 5.9241 11.3440 -0.03
H 8.5938 5.3266 10.8057 0.08
H 7.3350 5.3958 11.6440 0.07
O 15.3390 10.7505 8.9601 -0.06
H 14.4125 10.9697 9.0596 -0.04
H 15.3398 9.8403 8.6639 0.03
O 11.7051 13.1139 14.4393 -0.03
H 12.2862 12.5912 14.9918 0.06
H 10.8718 13.1247 14.9102 0.04
```

Summary:
**2S+1**: 1
**Gap between HOMO and LUMO**: 8.58 eV
**Charge**: 0

Version Q
The following is a quantum chemistry calculation of a cluster of 23 separate species, H46O23 in total, from the OMol25 dataset.

XYZ file:
```
69
Properties=species:S:1:pos:R:3:lowdin_charge:R:1
O 8.7241 11.9279 13.4267 -0.08
H 8.4755 12.2458 14.3445 0.09
H 9.3530 11.1858 13.5341 0.02
O 6.5538 11.4848 11.8076 -0.03
H 6.7100 11.8458 10.9325 0.04
H 7.3440 11.6372 12.3039 -0.02
O 11.9795 6.9527 13.0994 -0.04
H 12.2888 6.4932 12.2882 0.05
H 12.7470 6.8410 13.6643 0.05
O 9.9527 14.3584 9.8825 -0.08
H 9.7707 13.8836 10.7156 0.04
H 9.6350 13.7457 9.2219 -0.06
O 10.3413 8.6490 7.5714 -0.08
H 10.1051 9.1780 8.3518 0.00
H 9.8707 9.1802 6.8723 0.10
O 14.0489 8.5276 9.4361 -0.04
H 13.3459 7.8733 9.4663 0.01
H 14.5279 8.4586 8.6062 0.04
O 9.8299 9.4306 12.8601 -0.06
H 10.5281 8.7463 12.7642 0.03
H 9.4056 9.4380 11.9871 0.02
O 9.6214 6.6150 11.3292 -0.08
H 10.2150 6.4621 12.0975 0.03
H 8.9590 5.8631 11.2852 0.05
O 11.8725 6.4763 9.8268 -0.07
H 11.0105 6.3871 10.2877 0.00
H 11.6825 6.5930 8.8874 0.03
O 13.7197 8.2399 6.5457 -0.07
H 13.7591 7.6720 5.7461 0.07
H 12.7492 8.2769 6.6924 0.03
O 10.3285 13.0036 5.3899 -0.07
H 10.7904 13.8487 5.3523 0.06
H 11.0285 12.3682 5.6807 0.03
O 5.8706 8.9232 7.8646 -0.05
H 5.4145 8.2521 7.3406 0.05
H 6.1901 8.6071 8.6942 -0.02
O 6.5182 15.1674 9.3382 -0.02
H 6.2903 16.0757 9.2116 0.04
H 7.4513 15.0735 9.1324 0.04
O 9.2888 12.7343 7.9609 -0.08
H 8.4228 12.3528 7.8189 0.01
H 9.6845 12.9459 7.0650 0.05
O 6.6945 11.7474 8.3963 -0.10
H 6.1011 11.0204 8.0767 0.04
H 5.9855 12.4681 8.2648 0.04
O 6.7612 8.9696 10.8839 -0.09
H 6.5261 9.9112 11.1808 0.03
H 7.5658 9.0512 10.3611 -0.01
O 7.4510 4.8944 10.4452 -0.05
H 7.4431 4.0226 10.8569 0.06
H 7.0706 5.4585 11.1278 0.00
O 6.7687 6.5919 12.5828 -0.05
H 7.0141 6.8011 13.4623 0.03
H 6.6158 7.4577 12.1520 0.03
O 8.1515 7.4864 9.0423 -0.03
H 7.9371 6.5686 9.0184 0.02
H 8.8447 7.5987 8.3943 0.01
O 4.5511 13.5147 8.2787 -0.04
H 5.0725 14.2495 8.5611 -0.02
H 3.9065 13.8581 7.6471 0.07
O 11.7760 11.1984 6.9634 -0.09
H 11.7636 10.2070 7.0744 0.03
H 12.0069 11.5037 7.8858 0.05
O 12.5668 10.8060 9.7419 -0.05
H 13.0470 9.9474 9.7049 0.02
H 13.1941 11.4374 10.0574 0.05
O 9.5634 10.2968 9.7290 -0.08
H 10.4561 10.6285 10.0576 0.06
H 9.2921 11.0633 9.1339 0.05
```

Summary:
**2S+1**: 1
**Gap between HOMO and LUMO**: 10.46 eV
**Charge**: 0

Sorted by energy, starting with the most stable: version Q, version P.

Version P
The following is a quantum chemistry calculation of a cluster of 2 separate species, C4H5N4 in total, from the OMol25 dataset.

XYZ file:
```
13
Properties=species:S:1:pos:R:3:lowdin_charge:R:1
C 2.3592 -0.2924 0.0736 -0.17
C -2.1466 0.2993 0.1360 0.01
C -1.2438 -0.7321 0.5486 0.07
C 1.1990 -0.9704 0.4489 0.04
N 3.3436 0.1127 -0.4192 0.25
N -1.4315 1.2721 -0.4404 0.12
N -0.1946 0.9709 -0.3005 -0.03
N 0.0199 -0.3293 0.2343 -0.02
H -3.1250 0.4633 0.3778 0.10
H -1.4348 -1.7313 0.8509 0.14
H 1.2012 -1.8824 0.8972 0.12
H 0.8313 1.1464 -1.7524 0.21
H 0.6222 1.6730 -0.6549 0.17
```

Summary:
**2S+1**: 1
**Gap between HOMO and LUMO (spin up / spin down)**: 8.13 / 7.35 eV
**Charge**: +1

Version Q
The following is a quantum chemistry calculation of the ion C4H5N4 with charge +1, from the OMol25 dataset.

XYZ file:
```
13
Properties=species:S:1:pos:R:3:lowdin_charge:R:1
C 2.1183 -0.5889 -0.1349 -0.28
C 0.1232 2.0519 -0.0961 -0.02
C -0.8204 -0.1891 0.1205 0.05
C -0.9041 -1.5461 -0.0233 -0.03
N 2.1062 -1.7196 -0.4312 0.21
N 1.3398 1.6739 -0.0146 0.11
N 1.7187 0.5263 0.3408 0.10
N -0.9743 1.1048 0.1772 0.14
H -0.2868 2.9790 -0.2423 0.11
H -0.4235 -1.9037 -1.0412 0.17
H -1.8917 -2.0540 0.0795 0.13
H -0.2302 -1.8355 0.7670 0.11
H -1.8751 1.5011 0.4985 0.19
```

Summary:
**2S+1**: 1
**Gap between HOMO and LUMO (spin up / spin down)**: 8.36 / 7.98 eV
**Charge**: +1

Sorted by energy, starting with the most stable: version Q, version P.